<w>
2 unconnected molecules or ions with the total composition C3H12N4. Source: the OMol25 dataset; level of theory: ωB97M-V/def2-TZVPD.

Geometry as ORCA input:
```
! wB97M-V def2-TZVPD RIJCOSX def2/J DEFGRID3
* xyz 2 1
N -0.52575 0.60954 -2.07526
H -0.94737 1.34078 -3.86912
H 1.79877 -1.41233 3.49378
N -0.28119 -0.14125 0.07621
H -2.17615 0.21006 0.26613
N 1.26770 -1.12548 1.41847
H 1.63093 0.15621 3.00530
H -1.55283 0.62440 -1.85840
H 0.20205 -1.02685 3.22089
C 0.27648 -0.11103 -1.15392
C -1.25120 0.62307 0.73929
H 1.12311 0.51715 -1.05454
N -0.33527 0.75432 -3.34252
C 1.12607 -0.85280 2.73011
H -1.48888 0.45745 1.85751
H 0.69683 0.74595 -3.55494
H 0.91310 -2.02380 1.02922
H 0.68886 -1.08340 -1.50907
H -1.16525 1.73802 0.58085
*
```

As for the molar mass: 104.157 g mol⁻¹. The value obtained for the lowest unoccupied orbital energy (spin up / spin down) is -0.3821 / -0.3978 Ha. The value obtained for the HOMO-LUMO gap (spin up / spin down) is 8.315 / 7.768 eV. The highest occupied orbital energy (spin up / spin down) comes out at -18.71 / -18.59 eV.

=====

<x>
2 unconnected molecules or ions with the total composition C3H12N4. Source: the OMol25 dataset; level of theory: ωB97M-V/def2-TZVPD.

Geometry as ORCA input:
```
! wB97M-V def2-TZVPD RIJCOSX def2/J DEFGRID3
* xyz 2 1
H 1.87054 0.92857 1.94918
N 1.79668 0.70072 1.04811
H 1.38899 -1.86742 -0.20778
H 3.65515 1.05142 0.06773
N -2.79265 0.11206 0.02604
H 3.04954 -0.55141 -1.44313
C 0.75819 -0.02142 0.72936
H -1.41170 1.63973 -0.54526
N 2.74941 0.70258 0.08556
H -2.74833 -0.59614 0.72713
N -1.51251 0.60083 -0.48054
H 0.05979 -0.25882 1.48700
H -3.38452 -0.19978 -0.73825
C 1.02351 -0.89414 -0.46932
C 2.19220 -0.00085 -1.04473
H -3.34485 0.88104 0.33392
H 0.25531 -1.01187 -1.21945
H 1.70372 0.78769 -1.73545
H -1.23096 0.14628 -1.34535
*
```

As for the molar mass: 104.157 g mol⁻¹. The value obtained for the lowest unoccupied orbital energy (spin up / spin down) is -0.2833 / -0.2833 Ha. The value obtained for the HOMO-LUMO gap (spin up / spin down) is 9.282 / 9.283 eV. The highest occupied orbital energy (spin up / spin down) comes out at -16.99 / -16.99 eV.

=====

<y>
2 unconnected molecules or ions with the total composition C3H12N4. Source: the OMol25 dataset; level of theory: ωB97M-V/def2-TZVPD.

Geometry as ORCA input:
```
! wB97M-V def2-TZVPD RIJCOSX def2/J DEFGRID3
* xyz 2 1
H -3.10625 -0.10971 0.69664
H -1.84183 2.29646 -0.09854
H 1.12401 -0.04084 1.55169
H 1.71911 0.85258 -1.39246
H 2.06117 1.77924 0.17445
N -2.70306 -0.88530 0.02929
H -0.17083 2.47733 0.16918
H 2.22962 -1.95488 0.24571
C -0.74261 0.55748 0.09231
H 0.53655 -2.01589 0.30149
C 1.28086 -0.03161 0.45802
H 3.15435 0.47298 -0.44638
H -3.13140 -0.76408 -0.93412
N -0.87956 1.82750 -0.04700
N 1.27504 -1.43091 -0.04746
C 2.10360 0.88947 -0.37835
H 1.16746 -1.53477 -1.02131
H -2.85133 -1.79807 0.52388
N -1.22491 -0.58698 0.12297
*
```

As for the molar mass: 104.157 g mol⁻¹. The value obtained for the lowest unoccupied orbital energy is -0.2812 Ha. The value obtained for the HOMO-LUMO gap is 10.126 eV. The highest occupied orbital energy comes out at -17.78 eV.

=====

Stability verdict: <y>, ahead by 0.0032 hartree

=====

<w>
A single C2H4BrCl molecule. Source: the OMol25 dataset; level of theory: ωB97M-V/def2-TZVPD.

Geometry as ORCA input:
```
! wB97M-V def2-TZVPD RIJCOSX def2/J DEFGRID3
* xyz 0 1
H -1.15689 0.85655 0.61569
Br -0.80644 -1.52284 -1.66667
Cl 1.07333 1.48018 1.62245
H -0.10307 1.27874 -0.68721
H 1.22190 -0.87377 -0.48191
H -0.06661 -1.53685 0.65793
C 0.09948 -0.72150 -0.14993
C -0.30571 0.66109 0.11083
*
```

The SMILES is ClCCBr. As for the molar mass: 143.411 g mol⁻¹. The value obtained for the lowest unoccupied orbital energy is -0.0256 Ha. The value obtained for the HOMO-LUMO gap is 9.968 eV. The highest occupied orbital energy comes out at -10.66 eV.

=====

<x>
2 unconnected molecules or ions with the total composition C2H4BrCl. Source: the OMol25 dataset; level of theory: ωB97M-V/def2-TZVPD.

Geometry as ORCA input:
```
! wB97M-V def2-TZVPD RIJCOSX def2/J DEFGRID3
* xyz 0 1
H 0.98990 -1.97749 0.10631
Br -0.22233 3.10126 -0.49981
C 0.05607 -1.48005 0.39657
H -1.51258 -0.27673 -0.18392
H -0.15381 -0.23718 -1.26604
Cl 1.72415 3.27306 0.31321
H -0.30700 -1.87135 1.46145
C -0.57440 -0.53153 -0.32777
*
```

The SMILES is ClBr.C=C. As for the molar mass: 143.411 g mol⁻¹. The value obtained for the lowest unoccupied orbital energy is -0.0410 Ha. The value obtained for the HOMO-LUMO gap is 8.885 eV. The highest occupied orbital energy comes out at -10.00 eV.

=====

Stability verdict: <w>, ahead by 0.0312 hartree

=====

<w>
A single C2H5N molecule. Source: the OMol25 dataset; level of theory: ωB97M-V/def2-TZVPD.

Geometry as ORCA input:
```
! wB97M-V def2-TZVPD RIJCOSX def2/J DEFGRID3
* xyz 0 1
H -1.40642 0.94023 -1.26199
H 1.62303 -0.26185 0.43570
C 0.93918 0.35207 -0.05857
H 1.29925 1.38307 0.42644
H 0.96657 0.44107 -1.15337
H -2.50815 0.53061 0.19808
N -0.38657 0.14324 0.44017
C -1.41986 0.55539 -0.30526
*
```

The SMILES is C=NC. As for the molar mass: 43.069 g mol⁻¹. The value obtained for the lowest unoccupied orbital energy is 0.0396 Ha. The value obtained for the HOMO-LUMO gap is 10.918 eV. The highest occupied orbital energy comes out at -9.84 eV.

=====

<x>
A single C2H5N molecule. Source: the OMol25 dataset; level of theory: ωB97M-V/def2-TZVPD.

Geometry as ORCA input:
```
! wB97M-V def2-TZVPD RIJCOSX def2/J DEFGRID3
* xyz 0 1
H -0.83677 -0.89290 0.92094
H -0.50511 1.50470 0.60790
N -0.29790 0.92689 -0.24176
H 1.32842 0.00426 0.81594
C -0.60769 -0.45786 -0.05257
H -1.18395 -0.69773 -1.01003
C 0.69984 -0.06274 -0.11173
H 1.40316 -0.32461 -0.92869
*
```

The SMILES is C1CN1. As for the molar mass: 43.069 g mol⁻¹. The value obtained for the lowest unoccupied orbital energy is 0.0473 Ha. The value obtained for the HOMO-LUMO gap is 10.891 eV. The highest occupied orbital energy comes out at -9.60 eV.

=====

Stability verdict: <w>, ahead by 0.0129 hartree

=====

<w>
2 unconnected molecules or ions with the total composition C3H8S. Source: the OMol25 dataset; level of theory: ωB97M-V/def2-TZVPD.

Geometry as ORCA input:
```
! wB97M-V def2-TZVPD RIJCOSX def2/J DEFGRID3
* xyz 0 1
C -0.43691 2.05420 -1.14927
H 0.40698 -2.14693 2.86115
H -0.51244 0.92307 -1.27250
H -0.97040 2.33519 -2.09530
S 1.27793 2.58613 -1.02583
H -0.15009 -2.37501 -0.29803
C 0.46400 -2.03523 1.74615
C -0.40656 -2.54663 0.77953
H 1.30219 -1.51068 1.42924
H -1.12598 2.32844 -0.20882
H 1.30496 3.65614 -1.76677
H -1.15367 -3.26869 1.00044
*
```

The SMILES is C=C.CS. As for the molar mass: 76.164 g mol⁻¹. The value obtained for the lowest unoccupied orbital energy is 0.0363 Ha. The value obtained for the HOMO-LUMO gap is 10.092 eV. The highest occupied orbital energy comes out at -9.10 eV.

=====

<x>
2 unconnected molecules or ions with the total composition C3H8S. Source: the OMol25 dataset; level of theory: ωB97M-V/def2-TZVPD.

Geometry as ORCA input:
```
! wB97M-V def2-TZVPD RIJCOSX def2/J DEFGRID3
* xyz 0 1
H -1.62337 1.76764 -0.99053
H 1.85427 -2.81432 -0.13217
H 1.68907 -1.26039 0.70661
C -2.05813 1.84976 1.26583
H 1.77477 -0.18219 -1.98091
H -2.29688 1.30282 2.17976
H -1.23461 2.55839 1.58198
H 3.16029 -1.67046 -0.47064
S 1.07643 -1.25401 -1.67598
C -2.15717 1.25173 -0.08424
H -2.28754 0.21153 -0.17671
C 2.10287 -1.76051 -0.22300
*
```

The SMILES is C=C.CS. As for the molar mass: 76.164 g mol⁻¹. The value obtained for the lowest unoccupied orbital energy is 0.0318 Ha. The value obtained for the HOMO-LUMO gap is 9.978 eV. The highest occupied orbital energy comes out at -9.11 eV.

=====

<y>
2 unconnected molecules or ions with the total composition C3H8S. Source: the OMol25 dataset; level of theory: ωB97M-V/def2-TZVPD.

Geometry as ORCA input:
```
! wB97M-V def2-TZVPD RIJCOSX def2/J DEFGRID3
* xyz 0 1
S -2.49747 -0.64890 1.89698
C 1.31381 -0.75754 -1.13723
H -0.55881 0.50622 2.12376
H 1.65108 1.04101 -1.93423
H 2.90873 0.57645 -0.67741
H -0.83909 0.17456 0.35542
H 0.69375 -1.11213 -1.95777
H -3.34510 -0.56936 0.84875
H -1.69301 1.48729 0.95879
C -1.25839 0.55330 1.29654
C 1.91046 0.43109 -1.06693
H 1.71404 -1.68198 -0.70666
*
```

The SMILES is C=C.CS. As for the molar mass: 76.164 g mol⁻¹. The value obtained for the lowest unoccupied orbital energy is 0.0381 Ha. The value obtained for the HOMO-LUMO gap is 9.891 eV. The highest occupied orbital energy comes out at -8.85 eV.

=====

Stability verdict: <w>, ahead by 0.0024 hartree